{
  "formula": "C3H5O3Sc",
  "method": "ωB97M-V with the def2-TZVPD basis set",
  "largest_force_ev_per_a": 3.89,
  "homo_ev": [-23.38, -25.97],
  "energy_ev": -29992.94776,
  "relative_energy_kj_mol": 0.0,
  "s_squared": 0.7602,
  "charge": 3,
  "lumo_ev": [-17.34, -17.26],
  "mol_weight_g_mol": 134.0,
  "multiplicity": 2,
  "elements": ["Sc", "O", "O", "O", "C", "C", "C", "H", "H", "H", "H", "H"],
  "xyz": [[-0.45, 2.13, -0.52], [2.54, 0.88, -0.28], [1.10, -0.63, -0.07], [-1.61, 0.44, -0.24], [1.29, 0.63, -0.34], [-1.14, -0.40, 0.82], [-0.17, -1.23, -0.04], [-1.95, -1.07, 1.12], [-0.69, 0.02, 1.72], [-0.14, -1.89, -0.91], [-1.51, -0.70, -0.95], [2.74, 1.82, -0.32]]
}



{
  "formula": "C22H17Cl2CoF9GeO",
  "method": "ωB97M-V with the def2-TZVPD basis set",
  "largest_force_ev_per_a": 0.61,
  "homo_ev": [-11.43, -10.98],
  "energy_ev": -168778.24652,
  "relative_energy_kj_mol": 0.0,
  "s_squared": 2.0102,
  "charge": 1,
  "lumo_ev": [-2.93, -3.04],
  "mol_weight_g_mol": 670.8,
  "multiplicity": 3,
  "elements": ["Ge", "Co", "Cl", "Cl", "F", "F", "F", "F", "F", "F", "F", "F", "F", "O", "C", "C", "C", "C", "C", "C", "C", "C", "C", "C", "C", "C", "C", "C", "C", "C", "C", "C", "C", "C", "C", "C", "H", "H", "H", "H", "H", "H", "H", "H", "H", "H", "H", "H", "H", "H", "H", "H", "H"],
  "xyz": [[-0.51, -0.92, -1.34], [1.12, 1.30, 0.68], [2.17, 2.21, 2.63], [1.22, 3.72, 0.38], [1.77, -2.80, -2.11], [2.45, -1.25, -3.45], [4.64, -1.23, 0.01], [4.39, 0.41, -2.09], [3.88, -2.37, -2.30], [2.40, 1.18, -2.44], [3.30, 1.37, -0.48], [3.01, -2.63, 0.34], [2.96, -0.68, 1.25], [1.25, -0.49, -0.70], [-2.51, -2.21, 0.16], [-1.08, 0.98, 2.90], [-3.08, -3.13, 1.03], [-1.66, 2.23, 3.13], [-1.32, 1.28, 0.49], [-2.13, 2.94, -1.64], [3.19, 0.56, -1.57], [-2.07, 3.00, 2.07], [-0.37, -3.30, 0.38], [-1.16, -2.29, -0.17], [-0.94, -4.22, 1.25], [-2.29, -4.13, 1.58], [-1.91, 2.55, 0.74], [3.32, -1.35, 0.14], [-1.21, 0.82, -0.87], [-0.89, 0.51, 1.62], [-1.59, 1.65, -1.89], [1.73, 3.85, 2.08], [-0.59, -1.20, -3.24], [2.67, -1.82, -2.27], [-2.31, 3.36, -0.36], [2.55, -0.78, -1.10], [-0.78, 0.36, 3.74], [-3.13, -1.42, -0.25], [-1.50, 1.32, -2.92], [-2.54, 3.96, 2.23], [-2.72, -4.85, 2.26], [-1.64, -1.07, -3.51], [-2.75, 4.33, -0.15], [-1.81, 2.58, 4.15], [-0.27, -2.21, -3.48], [-4.13, -3.07, 1.28], [-2.42, 3.57, -2.47], [0.02, -0.47, -3.78], [2.59, 4.50, 2.15], [-0.32, -5.00, 1.68], [-0.54, -0.50, 1.48], [0.68, -3.38, 0.13], [0.89, 4.20, 2.66]]
}



{
  "formula": "C45H38Cl5GeN2ReS",
  "method": "ωB97M-V with the def2-TZVPD basis set",
  "largest_force_ev_per_a": 2.17,
  "homo_ev": [-10.53, -10.77],
  "energy_ev": -182347.48971,
  "relative_energy_kj_mol": 123.4,
  "s_squared": 1.1901,
  "charge": 1,
  "lumo_ev": [-3.80, -3.77],
  "mol_weight_g_mol": 1075.0,
  "multiplicity": 2,
  "elements": ["Re", "Ge", "Cl", "Cl", "Cl", "Cl", "Cl", "S", "N", "N", "C", "C", "C", "C", "C", "C", "C", "C", "C", "C", "C", "C", "C", "C", "C", "C", "C", "C", "C", "C", "C", "C", "C", "C", "C", "C", "C", "C", "C", "C", "C", "C", "C", "C", "C", "C", "C", "C", "C", "C", "C", "C", "C", "C", "C", "H", "H", "H", "H", "H", "H", "H", "H", "H", "H", "H", "H", "H", "H", "H", "H", "H", "H", "H", "H", "H", "H", "H", "H", "H", "H", "H", "H", "H", "H", "H", "H", "H", "H", "H", "H", "H", "H"],
  "xyz": [[-0.73, -0.98, -0.24], [2.71, -1.29, -0.13], [0.79, 2.19, 0.58], [0.96, 3.18, 3.54], [0.08, 1.30, 5.86], [-1.28, -2.43, 2.14], [-1.05, -1.56, 5.21], [-2.69, 5.25, -1.53], [-1.13, 6.47, 2.58], [-1.73, 0.84, -0.94], [2.98, -0.87, 1.74], [2.86, -1.57, 4.06], [3.93, -3.13, -1.99], [-3.61, -2.30, -0.74], [4.61, -3.48, 0.29], [-2.96, 6.17, 1.07], [-2.09, 5.76, 0.07], [4.28, 0.80, -1.39], [-2.43, 6.51, 2.30], [-0.28, -0.08, 1.57], [5.45, -4.91, -1.45], [2.03, 0.66, -2.21], [-3.70, -0.88, -2.71], [-4.84, -1.91, 1.43], [-0.06, 0.78, 4.23], [-2.46, 1.52, -0.03], [4.72, -4.20, -2.39], [3.53, 2.31, -3.10], [-1.70, 2.80, -2.30], [-0.73, 5.73, 0.34], [3.49, -0.39, 4.45], [3.85, 0.55, 3.50], [-0.67, -0.86, 2.63], [0.86, -1.96, -0.50], [-4.33, -2.94, 0.43], [0.23, 1.18, 1.87], [2.61, -1.80, 2.71], [3.59, 0.32, 2.15], [-2.47, -1.33, -3.16], [-0.57, -0.49, 3.96], [-1.77, -2.23, -2.34], [0.34, 1.62, 3.19], [-1.91, -0.91, -4.48], [-2.39, 3.52, -1.33], [3.86, -2.77, -0.64], [4.53, 1.85, -2.25], [-0.31, 6.09, 1.61], [-2.33, -2.72, -1.15], [-2.82, 2.83, -0.19], [-4.25, -1.35, -1.52], [2.28, 1.71, -3.08], [-5.48, -3.81, -0.09], [-1.40, 1.48, -2.07], [5.40, -4.55, -0.11], [3.02, 0.20, -1.34], [0.75, 6.07, 1.86], [-4.06, -1.21, 1.74], [5.98, -5.10, 0.62], [-1.37, 3.28, -3.21], [3.74, 3.12, -3.78], [4.33, 1.47, 3.80], [4.58, -3.21, 1.34], [-4.03, 6.23, 0.89], [-5.12, -4.59, -0.76], [-0.84, -0.70, -4.42], [-1.84, -3.55, -0.64], [-2.03, -1.71, -5.22], [-0.83, 0.91, -2.79], [-5.23, -1.00, -1.23], [5.07, 0.43, -0.74], [5.51, 2.31, -2.27], [1.51, 2.06, -3.76], [-0.02, 5.43, -0.42], [2.58, -2.30, 4.80], [-3.39, 3.33, 0.58], [-6.21, -3.21, -0.63], [3.38, -2.57, -2.73], [-2.74, 0.98, 0.86], [-3.08, 6.84, 3.11], [0.94, -2.86, -1.11], [2.12, -2.73, 2.41], [3.87, 1.06, 1.42], [4.77, -4.47, -3.44], [6.07, -5.74, -1.76], [-5.21, -2.40, 2.33], [-2.42, -0.03, -4.87], [-3.63, -3.60, 0.94], [-0.83, -2.64, -2.70], [-4.26, -0.17, -3.31], [-5.67, -1.33, 1.02], [-5.99, -4.29, 0.75], [1.05, 0.19, -2.21], [3.69, -0.21, 5.49]]
}



Copy entry 1 word for word.
{
  "formula": "C3H5O3Sc",
  "method": "ωB97M-V with the def2-TZVPD basis set",
  "largest_force_ev_per_a": 3.89,
  "homo_ev": [-23.38, -25.97],
  "energy_ev": -29992.94776,
  "relative_energy_kj_mol": 0.0,
  "s_squared": 0.7602,
  "charge": 3,
  "lumo_ev": [-17.34, -17.26],
  "mol_weight_g_mol": 134.0,
  "multiplicity": 2,
  "elements": ["Sc", "O", "O", "O", "C", "C", "C", "H", "H", "H", "H", "H"],
  "xyz": [[-0.45, 2.13, -0.52], [2.54, 0.88, -0.28], [1.10, -0.63, -0.07], [-1.61, 0.44, -0.24], [1.29, 0.63, -0.34], [-1.14, -0.40, 0.82], [-0.17, -1.23, -0.04], [-1.95, -1.07, 1.12], [-0.69, 0.02, 1.72], [-0.14, -1.89, -0.91], [-1.51, -0.70, -0.95], [2.74, 1.82, -0.32]]
}